Below is C31H50AsBF6N12PY as an isolated structure, with properties calculated with ωB97M-V/def2-TZVPD.

Geometry as ORCA input:
```
! wB97M-V def2-TZVPD RIJCOSX def2/J DEFGRID3
* xyz 2 1
Y -1.1623 1.2991 -0.2915
C -5.1140 0.9928 -0.8689
C -4.5679 1.3087 0.4838
C -5.2433 1.5077 1.6882
C -4.2593 1.8058 2.6087
N -3.0703 1.7932 1.9887
N -3.2582 1.4777 0.6743
B -1.6818 2.0389 2.6669
N -0.9352 3.1594 1.8917
C -0.1790 4.1476 2.4488
C -0.3086 5.2729 1.6896
C -1.1868 4.9170 0.6375
C -1.7570 5.8088 -0.4113
N -1.5350 3.6472 0.7547
N -0.8719 0.6734 2.5473
C -0.2852 0.0315 3.5794
C -0.3804 -1.3255 3.3667
C -1.0675 -1.4544 2.1469
C -1.5725 -2.6992 1.5006
N -1.3355 -0.2563 1.6426
N -1.9073 2.4147 4.1024
C -2.3058 3.6406 4.5542
C -2.7983 3.4794 5.8168
C -2.6820 2.0928 6.0822
C -3.0569 1.3587 7.3267
N -2.1649 1.4635 5.0430
H -6.1778 0.7765 -0.8094
H -4.6253 0.1181 -1.3047
H -4.9851 1.8366 -1.5488
H -6.3036 1.4517 1.8608
H -4.3271 2.0275 3.6616
H 0.3475 3.9868 3.3754
H 0.1422 6.2346 1.8666
H -0.9799 6.3083 -0.9844
H -2.3564 6.5823 0.0704
H -2.4003 5.2506 -1.0866
H 0.0960 0.5780 4.4227
H -0.0709 -2.1126 4.0337
H -0.8325 -3.5017 1.5088
H -1.8985 -2.5072 0.4799
H -2.4359 -3.0609 2.0612
H -2.2290 4.5219 3.9392
H -3.1843 4.2441 6.4690
H -3.5089 2.0352 8.0487
H -2.1798 0.9058 7.7888
H -3.7689 0.5635 7.1079
N 0.1452 -0.4877 -0.9889
P 1.3032 -1.3757 -1.6481
N 2.3899 -1.7885 -0.2905
C 3.5224 -2.6704 -0.4865
C 3.3379 -3.9124 0.3976
C 3.3319 -3.5247 1.8863
C 3.0143 -2.0326 2.0726
C 1.9860 -1.5499 1.0730
N 0.7781 -2.7982 -2.2162
C 1.5933 -3.7028 -3.0591
C 0.8380 -4.0567 -4.3385
C -0.6526 -4.3348 -4.0628
C -0.8896 -4.5917 -2.5808
C -0.5173 -3.3640 -1.7569
N 2.3022 -0.6780 -2.7059
C 1.9802 -0.6946 -4.1651
C 2.4864 0.5643 -4.8462
C 4.0047 0.7422 -4.6843
C 4.5133 0.0750 -3.3995
C 3.4664 0.1500 -2.3011
H 4.4193 -2.1272 -0.1622
H 3.6313 -2.8957 -1.5438
H 4.1367 -4.6148 0.1644
H 2.3998 -4.3922 0.1077
H 4.3004 -3.7377 2.3358
H 2.6014 -4.1327 2.4195
H 3.9205 -1.4312 1.9658
H 2.6308 -1.8311 3.0715
H 1.7218 -0.4915 1.1733
H 1.0214 -2.0701 1.2127
H 1.8238 -4.5972 -2.4755
H 2.5385 -3.2169 -3.2953
H 1.3246 -4.9259 -4.7828
H 0.9401 -3.2435 -5.0568
H -0.9941 -5.1852 -4.6497
H -1.2572 -3.4807 -4.3775
H -0.3234 -5.4642 -2.2484
H -1.9379 -4.8152 -2.3826
H -0.4546 -3.6227 -0.6984
H -1.2783 -2.5912 -1.8777
H 0.9005 -0.7891 -4.2797
H 2.4531 -1.5727 -4.6117
H 1.9511 1.4226 -4.4488
H 2.2180 0.4957 -5.9007
H 4.2339 1.8073 -4.6577
H 4.5360 0.3311 -5.5422
H 5.4296 0.5526 -3.0534
H 4.7579 -0.9773 -3.5753
H 3.1416 1.1740 -2.1351
H 3.8632 -0.2337 -1.3624
F 0.7004 2.5785 -0.6286
As 0.4463 3.2176 -2.3440
F -1.2926 3.1170 -1.8865
F 0.5941 4.7939 -1.7781
F 0.0562 3.6203 -3.9334
F 2.1116 3.0444 -2.6463
F 0.1656 1.4808 -2.6462
*
```

Relative energy (zero: lowest compared OMol25 entry of this formula, charge and spin)   1.8768 eV
E_LUMO (spin up / spin down)   -8.82 / -8.06 eV
HOMO level (spin up / spin down)   -13.18 / -13.18 eV
Frontier orbital gap (spin up / spin down)   4.36 / 5.13 eV